2 unconnected molecules or ions with the total composition C34H28ClN2 in a non-equilibrium geometry, computed with ωB97M-V/def2-TZVPD.

Positions of all 65 atoms, in Å:
1 C 4.92 -3.29 6.23
2 C 5.53 -4.41 5.56
3 C 4.74 -5.41 4.94
4 C 5.32 -6.60 4.51
5 C 6.70 -6.81 4.66
6 C 7.50 -5.82 5.23
7 C 6.93 -4.62 5.65
8 C 5.65 -2.10 6.59
9 C 4.99 -1.49 7.71
10 C 5.61 -0.47 8.42
11 C 6.82 0.04 7.93
12 C 7.41 -0.48 6.77
13 C 6.87 -1.59 6.13
14 C 3.79 -2.26 8.00
15 C 3.73 -3.36 7.06
16 C 2.72 -4.32 7.21
17 C 1.77 -4.16 8.22
18 C 1.89 -3.13 9.17
19 C 2.93 -2.20 9.08
20 H 3.67 -5.22 4.81
21 H 4.69 -7.37 4.07
22 H 7.14 -7.75 4.33
23 H 8.57 -5.98 5.36
24 H 7.57 -3.87 6.11
25 H 5.17 -0.11 9.34
26 H 7.31 0.86 8.46
27 H 8.33 -0.03 6.38
28 H 7.38 -2.06 5.29
29 H 2.68 -5.19 6.56
30 H 0.94 -4.85 8.29
31 H 1.18 -3.07 9.99
32 H 3.08 -1.43 9.84
33 C 4.95 -0.68 1.97
34 N 4.01 -1.76 1.86
35 C 3.01 -2.05 2.88
36 H 3.52 -2.40 3.82
37 C 2.12 -0.87 3.24
38 C 1.37 -0.27 2.23
39 C 0.53 0.81 2.53
40 Cl -0.39 1.54 1.29
41 C 0.44 1.29 3.85
42 C 1.20 0.68 4.85
43 C 2.03 -0.40 4.56
44 N 2.31 -3.17 2.26
45 C 1.17 -3.81 2.87
46 C 2.89 -3.55 1.08
47 C 3.96 -2.66 0.82
48 C 4.54 -2.57 -0.45
49 C 4.08 -3.46 -1.43
50 C 3.02 -4.35 -1.17
51 C 2.38 -4.37 0.07
52 H 5.56 -0.65 1.06
53 H 4.44 0.28 2.08
54 H 5.61 -0.82 2.84
55 H 1.41 -0.63 1.20
56 H -0.21 2.14 4.06
57 H 1.13 1.04 5.87
58 H 2.63 -0.89 5.33
59 H 0.82 -4.60 2.20
60 H 1.45 -4.26 3.83
61 H 0.36 -3.09 3.03
62 H 5.29 -1.81 -0.65
63 H 4.54 -3.45 -2.42
64 H 2.68 -5.01 -1.97
65 H 1.50 -4.98 0.27

LUMO = -0.219 hartree
Charge = +1
Multiplicity = 1
Frontier orbital gap = 0.104 hartree

***

A molecular structure, C34H28N2O2PRu in a non-equilibrium geometry, computed with ωB97M-V/def2-TZVPD.

Positions of all 68 atoms, in Å:
1 Ru -0.12 -0.14 0.10
2 O -0.45 -2.21 0.73
3 C 0.09 -3.20 0.12
4 C 0.61 -4.28 0.87
5 C 1.23 -5.35 0.26
6 C 1.38 -5.39 -1.13
7 C 0.84 -4.39 -1.89
8 C 0.16 -3.30 -1.31
9 C -0.47 -2.34 -2.16
10 N -1.07 -1.28 -1.75
11 C -1.80 -0.44 -2.66
12 C -2.01 0.91 -1.97
13 N -0.71 1.30 -1.51
14 C -0.13 2.40 -1.85
15 C 1.26 2.63 -1.65
16 C 1.83 3.89 -1.87
17 C 3.17 4.12 -1.69
18 C 4.00 3.07 -1.30
19 C 3.49 1.81 -1.09
20 C 2.11 1.53 -1.26
21 O 1.68 0.33 -1.09
22 H 0.48 -4.26 1.94
23 H 1.61 -6.16 0.87
24 H 1.90 -6.22 -1.59
25 H 0.92 -4.42 -2.97
26 H -0.46 -2.58 -3.23
27 H -2.77 -0.91 -2.89
28 H -1.25 -0.29 -3.60
29 H -2.68 0.77 -1.10
30 H -2.45 1.65 -2.65
31 H -0.72 3.20 -2.32
32 H 1.18 4.70 -2.17
33 H 3.58 5.11 -1.83
34 H 5.06 3.24 -1.15
35 H 4.13 1.00 -0.78
36 C 2.63 -2.85 3.15
37 C 2.94 -2.29 1.93
38 C 2.44 -1.04 1.58
39 C 1.62 -0.34 2.47
40 C 1.30 -0.92 3.70
41 C 1.80 -2.16 4.03
42 P 1.01 1.33 1.98
43 C 1.85 2.42 3.19
44 C 3.03 2.09 3.83
45 C 3.62 2.99 4.69
46 C 3.06 4.24 4.90
47 C 1.90 4.58 4.23
48 C 1.31 3.69 3.36
49 C -0.69 1.23 2.62
50 C -1.20 1.62 3.84
51 C -2.53 1.36 4.12
52 C -3.32 0.68 3.21
53 C -2.79 0.26 1.99
54 C -1.47 0.55 1.67
55 H 3.00 -3.83 3.41
56 H 3.58 -2.82 1.24
57 H 2.72 -0.60 0.63
58 H 0.64 -0.39 4.38
59 H 1.55 -2.60 4.99
60 H 3.49 1.12 3.68
61 H 4.54 2.73 5.20
62 H 3.52 4.94 5.58
63 H 1.45 5.56 4.37
64 H 0.40 3.95 2.83
65 H -0.58 2.14 4.56
66 H -2.95 1.69 5.06
67 H -4.35 0.47 3.44
68 H -3.42 -0.29 1.30

LUMO (spin up / spin down) = -0.042 / -0.030 hartree
Charge = 0
<S²> = 0.781
Multiplicity = 2
Frontier orbital gap (spin up / spin down) = 0.230 / 0.244 hartree

***

A molecular structure, C34H29AgN2P2S3 in a non-equilibrium geometry, computed with ωB97M-V/def2-TZVPD.

Positions of all 71 atoms, in Å:
1 Ag 0.18 0.53 1.00
2 C 2.80 -1.92 0.27
3 C 1.50 -2.69 0.03
4 P -0.06 -1.97 0.76
5 C -1.21 -3.19 0.05
6 C -1.14 -4.54 0.38
7 C -1.98 -5.45 -0.24
8 C -2.89 -5.02 -1.20
9 C -2.97 -3.68 -1.53
10 C -2.13 -2.77 -0.91
11 C -0.03 -2.41 2.53
12 C 1.10 -2.15 3.31
13 C 1.08 -2.40 4.68
14 C -0.07 -2.89 5.28
15 C -1.21 -3.11 4.52
16 C -1.19 -2.87 3.15
17 P 2.66 -0.07 0.39
18 C 4.46 0.27 0.30
19 C 5.05 0.92 -0.78
20 C 6.43 1.05 -0.83
21 C 7.23 0.54 0.19
22 C 6.64 -0.07 1.29
23 C 5.26 -0.19 1.35
24 C 2.07 0.40 -1.28
25 C 1.43 1.64 -1.40
26 C 0.87 2.04 -2.60
27 C 0.94 1.20 -3.70
28 C 1.61 -0.02 -3.61
29 C 2.18 -0.41 -2.40
30 H 3.53 -2.17 -0.50
31 H 3.25 -2.23 1.22
32 H 1.60 -3.72 0.36
33 H 1.27 -2.70 -1.04
34 H -0.44 -4.88 1.14
35 H -1.93 -6.50 0.03
36 H -3.55 -5.74 -1.68
37 H -3.68 -3.34 -2.27
38 H -2.17 -1.71 -1.16
39 H 1.98 -1.73 2.86
40 H 1.96 -2.21 5.27
41 H -0.09 -3.08 6.35
42 H -2.12 -3.46 4.99
43 H -2.08 -3.03 2.57
44 H 4.44 1.31 -1.57
45 H 6.89 1.56 -1.67
46 H 8.30 0.63 0.14
47 H 7.25 -0.45 2.10
48 H 4.80 -0.65 2.22
49 H 1.43 2.32 -0.56
50 H 0.37 3.00 -2.67
51 H 0.48 1.49 -4.64
52 H 1.69 -0.66 -4.47
53 H 2.70 -1.36 -2.35
54 S -1.54 6.02 -1.78
55 C -1.76 4.91 -0.59
56 S -0.47 4.25 0.39
57 C -1.62 3.13 1.18
58 N -2.82 3.31 0.77
59 N -2.92 4.31 -0.18
60 C -4.20 4.47 -0.78
61 C -4.72 5.73 -1.05
62 C -5.97 5.83 -1.64
63 C -6.70 4.69 -1.96
64 C -6.18 3.44 -1.65
65 C -4.94 3.32 -1.06
66 S -1.15 2.03 2.40
67 H -4.16 6.61 -0.79
68 H -6.38 6.81 -1.86
69 H -7.67 4.78 -2.42
70 H -6.75 2.55 -1.88
71 H -4.53 2.36 -0.80

LUMO = 0.013 hartree
Charge = 0
Multiplicity = 1
Frontier orbital gap = 0.280 hartree

***

8 unconnected molecules or ions with the total composition C34H29BN7O16 in a non-equilibrium geometry, computed with ωB97M-V/def2-TZVPD.

Positions of all 87 atoms, in Å:
1 O -1.43 0.23 -0.31
2 C -0.65 0.31 0.58
3 O 0.28 -0.48 0.90
4 B 1.11 -0.09 2.02
5 O 0.50 1.20 2.40
6 C -0.54 1.46 1.70
7 O -1.33 2.35 1.86
8 O 2.55 0.08 1.73
9 C 3.41 -0.71 2.37
10 O 4.66 -0.81 2.12
11 C 2.56 -1.46 3.36
12 O 1.24 -1.10 3.13
13 O 2.98 -2.30 4.15
14 C 5.68 -3.10 -0.16
15 C 5.68 -3.53 1.28
16 N 5.63 -3.77 2.39
17 H 5.40 -2.05 -0.24
18 H 4.83 -3.55 -0.68
19 H 6.61 -3.31 -0.68
20 C 0.28 2.42 -1.66
21 C 0.28 2.70 -3.07
22 N 0.35 2.83 -4.23
23 H 0.41 3.17 -0.88
24 H 1.00 1.67 -1.34
25 H -0.56 1.74 -1.51
26 C 7.73 -0.44 3.86
27 C 6.60 -1.22 4.46
28 N 5.79 -1.90 4.94
29 H 7.46 0.11 2.96
30 H 8.51 -1.16 3.59
31 H 8.25 0.17 4.61
32 C -1.45 -0.34 6.93
33 C -2.65 -0.96 7.40
34 C -3.63 -1.24 6.53
35 C -3.54 -1.00 5.14
36 C -2.34 -0.37 4.71
37 C -1.23 -0.20 5.57
38 N -4.59 -1.08 4.07
39 O -5.69 -1.50 4.33
40 O -4.28 -0.69 2.93
41 H -0.57 -0.24 7.55
42 H -2.66 -1.41 8.38
43 H -4.43 -1.90 6.82
44 H -2.12 -0.10 3.68
45 H -0.20 -0.02 5.30
46 C -1.73 -2.04 -2.49
47 C -2.90 -2.79 -2.42
48 C -3.84 -2.62 -3.45
49 C -3.62 -1.68 -4.53
50 C -2.37 -1.00 -4.51
51 C -1.42 -1.15 -3.53
52 N -4.65 -1.37 -5.55
53 O -4.34 -1.08 -6.75
54 O -5.82 -1.49 -5.15
55 H -1.04 -1.95 -1.66
56 H -3.15 -3.54 -1.68
57 H -4.80 -3.11 -3.47
58 H -2.04 -0.41 -5.34
59 H -0.44 -0.72 -3.64
60 C -3.48 3.03 -0.29
61 C -4.82 3.00 0.17
62 C -5.72 3.99 -0.36
63 C -5.28 4.93 -1.30
64 C -3.94 4.85 -1.80
65 C -3.06 3.91 -1.30
66 N -6.17 5.99 -1.77
67 O -5.96 6.51 -2.90
68 O -7.23 6.08 -1.16
69 H -2.81 2.26 0.06
70 H -5.07 2.29 0.95
71 H -6.71 4.00 0.06
72 H -3.54 5.62 -2.44
73 H -2.10 3.91 -1.80
74 C 3.76 -0.14 -1.89
75 C 3.09 -1.38 -2.00
76 C 3.05 -1.99 -3.32
77 C 3.73 -1.42 -4.37
78 C 4.65 -0.37 -4.19
79 C 4.58 0.31 -2.98
80 N 3.55 -1.94 -5.82
81 O 4.43 -1.81 -6.67
82 O 2.36 -2.15 -6.16
83 H 3.73 0.44 -0.98
84 H 2.52 -1.79 -1.18
85 H 2.38 -2.81 -3.52
86 H 5.35 -0.06 -4.95
87 H 5.05 1.28 -2.94

LUMO = 0.034 hartree
Energy relative to the best compared isomer or geometry (same formula, charge and spin) = 106.7 kcal/mol
Charge = -1
Multiplicity = 1
Frontier orbital gap = 0.325 hartree

***

> Which formula does entry 4 have?

C34H29BN7O16